# 1
Entry from the OMol25 dataset: a molecular structure, C37H44BN7ORuS7 (ωB97M-V with the def2-TZVPD basis set).

Each line ends with the Mulliken charge.
Element x y z (Å)
Ru: 0.7344 2.2791 -1.4584  -0.34
C: 4.3912 1.0762 2.2709  -1.89
C: 3.2604 0.2279 1.8138  0.14
C: 3.1728 -1.1147 2.0813  -0.79
C: 2.0626 -1.8449 1.5985  0.00
N: 1.1360 -1.2597 0.8820  0.06
N: 1.1943 0.0361 0.6240  0.38
B: 0.0491 0.6316 -0.2037  -0.27
N: -1.0559 1.2007 0.6662  0.70
N: -0.9962 0.9584 1.9627  -0.47
C: -2.0142 1.2276 2.7303  -0.17
C: -3.1963 1.7984 2.2018  -0.49
C: -3.2703 2.0843 0.8649  0.04
C: -4.4645 2.7187 0.2501  -1.80
C: -2.1401 1.7610 0.0710  1.41
S: -2.0911 2.0435 -1.5955  -0.34
C: -1.8887 0.8800 4.1922  2.40
C: -0.6178 0.0597 4.4176  -2.02
C: -1.8293 2.1895 4.9891  -1.88
C: -3.1188 0.0670 4.6166  -1.53
N: -0.5641 -0.5115 -1.0298  0.60
N: -1.3987 -1.2774 -0.3709  0.64
C: -1.9322 -2.3194 -0.9515  -0.05
C: -1.6478 -2.6028 -2.3064  -0.63
C: -0.7829 -1.7995 -3.0108  0.10
C: -0.4778 -1.9733 -4.4529  -1.87
C: -0.2013 -0.7170 -2.3002  0.26
S: 0.9082 0.3832 -2.9898  -0.46
C: -2.8742 -3.1516 -0.1141  2.50
C: -2.4603 -4.6268 -0.1579  -1.59
C: -4.3008 -3.0106 -0.6568  -1.97
C: -2.8438 -2.6499 1.3297  -1.86
C: 2.2007 0.8197 1.0745  1.16
S: 2.1802 2.4823 0.7400  -0.48
C: 1.8404 -3.3136 1.9013  2.22
C: 3.0766 -4.0288 2.4499  -2.27
C: 0.7348 -3.3735 2.9668  -0.69
C: 1.3782 -4.0175 0.6222  -1.35
H: 5.2220 0.4734 2.6253  0.43
H: 4.0468 1.7207 3.0798  0.35
H: 4.7324 1.7238 1.4652  0.41
H: 3.9491 -1.5964 2.6519  0.54
H: -4.0386 2.0033 2.8412  0.48
H: -5.2268 2.8951 1.0038  0.44
H: -4.8652 2.0834 -0.5383  0.37
H: -4.1915 3.6645 -0.2159  0.33
H: 0.2578 0.6230 4.1075  0.28
H: -0.6585 -0.8545 3.8314  0.34
H: -0.5168 -0.1985 5.4682  0.56
H: -0.9800 2.7906 4.6706  0.38
H: -1.7242 1.9676 6.0487  0.47
H: -2.7349 2.7747 4.8429  0.37
H: -3.2696 -0.7720 3.9405  0.11
H: -4.0168 0.6805 4.6159  0.42
H: -2.9815 -0.3207 5.6241  0.48
H: -2.1327 -3.4352 -2.7882  0.47
H: -1.0715 -2.7730 -4.8842  0.42
H: 0.5811 -2.1892 -4.5916  0.36
H: -0.6835 -1.0403 -4.9774  0.39
H: -2.5700 -5.0507 -1.1520  0.41
H: -3.0959 -5.1924 0.5181  0.49
H: -1.4291 -4.7556 0.1567  0.14
H: -4.3781 -3.3470 -1.6865  0.37
H: -4.6328 -1.9771 -0.6035  0.37
H: -4.9702 -3.6147 -0.0505  0.49
H: -1.8360 -2.7107 1.7257  -0.04
H: -3.5023 -3.2495 1.9512  0.61
H: -3.1614 -1.6126 1.3788  0.28
H: 3.3426 -3.6704 3.4415  0.44
H: 3.9341 -3.9232 1.7905  0.48
H: 2.8541 -5.0909 2.5413  0.42
H: 1.0834 -2.9476 3.9059  0.37
H: 0.4398 -4.4047 3.1433  0.51
H: -0.1312 -2.8087 2.6336  -0.67
H: 2.1915 -4.0703 -0.0971  0.41
H: 0.5583 -3.4696 0.1707  -0.11
H: 1.0540 -5.0276 0.8541  0.52
O: -2.9197 8.2325 -2.9544  -0.50
C: -2.2567 7.2739 -2.7338  0.57
S: -1.5639 6.2153 -3.9876  -0.12
C: -0.7822 5.0694 -2.9158  0.20
C: -0.9030 5.3175 -1.5571  0.13
S: -0.1834 4.4181 -0.3113  -0.44
S: -1.8468 6.7133 -1.0920  -0.06
S: 0.0601 3.7760 -3.6087  -0.21
N: 2.7198 2.9688 -2.2614  -0.43
C: 3.3854 2.6811 -3.1598  0.16
C: 4.2098 2.3808 -4.2485  0.66
C: 5.1593 1.3570 -4.1613  -0.45
C: 5.9625 1.0899 -5.2512  -0.59
C: 5.8321 1.8342 -6.4148  -0.37
C: 4.8904 2.8502 -6.4984  -0.62
C: 4.0758 3.1324 -5.4219  -0.42
H: 5.2512 0.7858 -3.2484  0.47
H: 6.7012 0.3064 -5.1967  0.41
H: 6.4645 1.6192 -7.2615  0.41
H: 4.8030 3.4277 -7.4045  0.41
H: 3.3354 3.9164 -5.4699  0.50

Computed properties:
E_LUMO (alpha / beta) (eV): -3.20 / -4.39
2S+1: 6
HOMO (alpha / beta) (eV): -9.6 / -10.5
Total charge: +1
Max |F| (eV/Å): 1.5

# 2
Entry from the OMol25 dataset: a single C3H3ClN2 molecule (ωB97M-V with the def2-TZVPD basis set).

Each line ends with the Mulliken charge.
Element x y z (Å)
C: 1.3245 1.4938 -0.2567  -0.13
C: -0.1907 -0.3969 0.2600  0.15
C: 2.4872 0.8995 -0.1842  0.12
N: 0.3200 0.8105 0.3531  -0.45
N: 0.2112 -1.4611 -0.3201  -0.55
Cl: 3.2960 -0.4722 0.0944  -0.05
H: 1.1429 2.5096 -0.5601  0.34
H: -1.1360 -0.3835 0.8345  0.31
H: -0.4426 -2.2334 -0.2643  0.25

Computed properties:
E_LUMO (alpha / beta) (eV): -1.85 / -0.68
HOMO (alpha / beta) (eV): -8.5 / -8.7
Max |F| (eV/Å): 2.2
Energy above the lowest of the compared OMol25 structures with the same formula, charge and spin (eV): 5.121

# 3
Entry from the OMol25 dataset: a molecular structure, C33H35F3IrN5P2Se (ωB97M-V with the def2-TZVPD basis set).

Each line ends with the Mulliken charge.
Element x y z (Å)
Ir: -0.5709 -0.0542 -1.0361  2.03
C: -0.9898 -6.8783 -0.6500  -0.53
C: -1.9785 -5.9693 -0.3122  -0.69
C: -1.6907 -4.6149 -0.2450  -0.23
C: -0.4022 -4.1781 -0.5160  0.59
C: 0.5956 -5.0890 -0.8622  -0.31
C: 0.2964 -6.4363 -0.9232  -0.83
P: 0.0572 -2.4057 -0.5902  0.25
C: 0.1346 -2.2318 -2.4142  0.08
C: 1.2423 -2.4697 -3.2242  -0.39
C: 1.1096 -2.3843 -4.6000  -0.73
C: -0.1099 -2.0499 -5.1744  -0.55
C: -1.2141 -1.7952 -4.3758  -0.92
C: -1.0988 -1.8831 -2.9983  -0.15
C: 1.7053 -2.3234 0.1580  0.91
C: 1.9667 -3.0737 1.3069  -0.98
C: 3.1575 -2.9008 1.9893  -0.69
C: 4.0818 -1.9665 1.5469  -0.71
C: 3.8186 -1.2066 0.4157  -0.70
C: 2.6294 -1.3708 -0.2685  -0.21
H: -1.2153 -7.9324 -0.6963  0.43
H: -2.9789 -6.3112 -0.0959  0.45
H: -2.4646 -3.9083 0.0194  0.40
H: 1.5981 -4.7474 -1.0761  0.35
H: 1.0731 -7.1391 -1.1840  0.44
H: 2.1925 -2.7339 -2.7822  0.42
H: 1.9591 -2.5987 -5.2300  0.47
H: -0.2028 -2.0009 -6.2481  0.45
H: -2.1651 -1.5466 -4.8214  0.49
H: -1.9860 -1.7719 -2.3751  0.46
H: 1.2436 -3.8007 1.6516  0.51
H: 3.3680 -3.4949 2.8649  0.47
H: 5.0083 -1.8319 2.0807  0.44
H: 4.5446 -0.4877 0.0712  0.45
H: 2.4086 -0.7701 -1.1430  0.29
C: -0.6637 3.9213 -2.6247  -0.94
N: 0.7375 3.7506 -2.3640  0.37
C: 1.4509 2.6256 -2.4873  -0.47
Se: 0.8453 0.9481 -3.0125  -0.33
N: 2.7346 2.8725 -2.1605  0.24
C: 2.8573 4.1876 -1.7794  0.61
C: 3.9338 4.9303 -1.3147  -0.98
C: 3.6823 6.2477 -0.9861  -0.49
C: 2.4110 6.8132 -1.1294  -0.69
C: 1.3367 6.0820 -1.5951  -0.64
C: 1.5730 4.7503 -1.9123  0.74
H: -1.1259 2.9604 -2.8496  0.29
H: -0.8023 4.5961 -3.4705  0.36
H: -1.1517 4.3436 -1.7464  0.35
H: 3.4747 2.1864 -2.1757  0.27
H: 4.9175 4.5009 -1.2170  0.44
H: 4.4889 6.8633 -0.6211  0.43
H: 2.2658 7.8490 -0.8657  0.42
H: 0.3656 6.5305 -1.7177  0.47
F: -2.0841 0.7663 0.0987  -0.69
C: 0.4497 1.3834 0.5049  0.08
F: 0.0512 2.6399 0.1096  -0.08
F: 1.8274 1.5105 0.6020  -0.26
C: 0.7750 1.2224 5.1962  -0.94
N: 0.8734 -0.0318 4.4625  0.09
C: -0.3595 -0.7875 4.6137  -0.92
N: -1.5075 -0.0087 4.1885  0.17
C: -1.5861 1.2241 4.9524  -0.87
N: -0.3765 2.0106 4.7857  0.17
C: -0.2521 2.5993 3.4854  -0.93
P: -0.1079 1.1836 2.2644  1.08
C: 1.2124 0.1769 3.0781  -0.29
C: -1.5949 0.1927 2.7721  -0.67
H: 1.6882 1.8015 5.0426  0.40
H: 0.6722 0.9937 6.2600  0.31
H: -0.4799 -1.0433 5.6693  0.28
H: -0.2980 -1.7060 4.0237  0.35
H: -1.6938 0.9781 6.0113  0.31
H: -2.4523 1.8022 4.6276  0.38
H: 0.6381 3.2355 3.4398  0.40
H: -1.1356 3.2040 3.2491  0.42
H: 2.1721 0.6989 3.0092  0.73
H: 1.3112 -0.7855 2.5614  -0.41
H: -1.5936 -0.7651 2.2420  0.25
H: -2.5099 0.7346 2.5174  0.44

Computed properties:
E_LUMO (alpha / beta) (eV): -7.16 / -7.15
HOMO (alpha / beta) (eV): -13.4 / -13.4
Total charge: +2
Max |F| (eV/Å): 2.9
Energy above the lowest of the compared OMol25 structures with the same formula, charge and spin (eV): 2.728

# 4
Entry from the OMol25 dataset: 7 unconnected molecules or ions with the total composition C21H54N2O7 (ωB97M-V with the def2-TZVPD basis set).

Each line ends with the Mulliken charge.
Element x y z (Å)
C: 2.1843 -8.3191 -1.7108  -1.91
C: 1.8476 -6.9202 -1.0305  1.60
C: 1.1660 -7.2855 0.2602  -1.93
C: 3.2365 -6.1114 -0.8634  -1.00
C: 3.2037 -4.6178 -0.8403  -0.70
C: 2.1370 -4.1079 -1.7447  -1.25
C: 0.6680 -4.6884 -1.5690  1.41
C: 0.0665 -4.2687 -0.2429  -1.54
C: -0.1605 -4.0699 -2.6642  -1.97
N: 0.9224 -6.1456 -1.9051  0.26
O: -0.1879 -6.8176 -2.3301  -0.50
H: 2.8984 -8.9463 -1.1770  0.40
H: 1.3874 -9.0304 -1.9274  0.40
H: 2.5218 -8.1685 -2.7362  0.47
H: 1.6082 -8.1959 0.6647  0.45
H: 1.1111 -6.4712 0.9827  0.39
H: 0.1178 -7.5723 0.1762  0.37
H: 3.8375 -6.4852 -0.0344  0.42
H: 3.8884 -6.2853 -1.7195  0.41
H: 2.8352 -4.4004 0.1622  0.24
H: 4.1837 -4.1486 -0.7526  0.43
H: 2.3869 -4.3521 -2.7772  0.45
H: 1.9625 -3.0328 -1.7867  0.44
H: -0.5052 -3.3413 -0.2765  0.37
H: 0.8115 -4.1211 0.5390  0.31
H: -0.4832 -5.1375 0.1190  0.34
H: -0.4054 -3.0230 -2.4852  0.44
H: -1.0425 -4.6805 -2.8576  0.44
H: 0.4004 -4.0224 -3.5975  0.41
H: 0.0827 -7.0662 -3.2170  0.36
C: -3.1402 4.7698 -0.5591  -1.65
C: -4.3442 4.5048 0.4272  1.46
C: -3.6730 3.8512 1.6432  -1.80
C: -4.9493 5.8111 0.9409  -1.19
C: -6.2908 5.6035 1.6873  -0.70
C: -7.3242 4.8615 0.8069  -0.89
C: -6.8000 3.4668 0.1534  1.39
C: -7.0647 2.2367 1.0999  -1.73
C: -7.6632 3.1302 -1.0716  -1.85
N: -5.3638 3.5492 -0.1553  0.04
O: -4.8185 2.3291 -0.6294  -0.43
H: -2.5523 5.5382 -0.0572  0.41
H: -2.5175 3.9006 -0.7710  0.30
H: -3.2999 5.2213 -1.5382  0.39
H: -2.9186 3.0989 1.4131  0.43
H: -3.1737 4.4632 2.3944  0.33
H: -4.4222 3.2498 2.1581  0.42
H: -4.1433 6.2181 1.5515  0.48
H: -5.0903 6.6243 0.2288  0.37
H: -5.9929 4.9782 2.5290  0.28
H: -6.8023 6.5216 1.9763  0.42
H: -7.3806 5.4449 -0.1121  0.35
H: -8.2776 4.9209 1.3319  0.42
H: -6.8595 1.2506 0.6833  0.41
H: -8.0728 2.1951 1.5123  0.40
H: -6.3240 2.2378 1.8996  0.37
H: -7.4432 2.1759 -1.5502  0.38
H: -7.5143 3.9019 -1.8268  0.45
H: -8.7236 3.1082 -0.8204  0.37
H: -4.4742 1.9525 0.1837  0.36
C: 2.8128 1.8111 -5.3365  -0.51
O: 3.5373 2.5594 -4.3897  -0.49
H: 2.9433 2.1403 -6.3674  0.24
H: 2.9206 0.7356 -5.1958  0.25
H: 1.7725 1.9903 -5.0649  0.21
H: 4.4539 2.2771 -4.4319  0.30
C: 4.8099 5.4825 4.7104  -0.56
O: 3.6136 5.1228 4.0669  -0.48
H: 5.6900 4.9104 4.4170  0.25
H: 5.0387 6.5482 4.7179  0.23
H: 4.7284 5.2609 5.7745  0.23
H: 3.8671 4.4408 3.4406  0.32
C: 6.6140 -1.1201 4.8348  -0.53
O: 7.5051 -0.9518 3.7787  -0.49
H: 6.1620 -0.1507 5.0451  0.26
H: 5.7989 -1.6935 4.3934  0.19
H: 6.9572 -1.7539 5.6525  0.26
H: 8.1879 -0.3861 4.1468  0.30
O: 7.9056 2.7506 -1.3806  -0.64
H: 7.9037 3.6583 -1.0768  0.32
H: 8.8207 2.4776 -1.3153  0.32
O: 4.0744 1.5228 0.8218  -0.64
H: 3.6286 1.7038 -0.0057  0.32
H: 4.9885 1.3806 0.5759  0.32

Computed properties:
E_LUMO (eV): 0.27
HOMO (eV): -7.9
Max |F| (eV/Å): 3.5
Energy above the lowest of the compared OMol25 structures with the same formula, charge and spin (eV): 4.090